Computed, not measured: a single C4H4N2O molecule at a distorted geometry, with ωB97M-V/def2-TZVPD.

Last column: natural (NBO) charge in e.
Element x y z (Å)
O 0.561 1.214 0.645  -0.5291
N -1.525 0.005 0.514  -0.3084
N -0.995 -1.245 0.178  -0.2491
H -1.240 1.973 0.949  0.1734
C 0.023 -1.346 -0.582  0.0454
H 0.061 -2.417 -0.925  0.1921
C 1.107 -0.515 -0.988  -0.3664
C -0.769 1.020 0.698  0.3854
H 2.176 1.344 -0.665  0.2072
H 1.831 -0.975 -1.665  0.2421
C 1.360 0.682 -0.412  0.2073

Properties
Structure (SMILES): C1=COC=NN=C1
Energy above the lowest of the compared OMol25 structures with the same formula, charge and spin in eV: 3.319